No. 1
Computed, not measured: a structure of composition C31H47ClN6O5ReS2Si4 in a non-equilibrium geometry, with wB97M-V/def2-TZVPD.

Its expectation value of S² is 0.762. The value obtained for the LUMO energy (alpha / beta) is -1.18 / -1.80 eV. For the frontier orbital gap (alpha / beta), the calculation gives 6.72 / 6.09 eV. As for the HOMO energy (alpha / beta): -7.89 / -7.89 eV. Its multiplicity is 2. The net charge is 0.

Each line ends with the Mulliken spin population.
Geometry (Å):
Re (-0.007, 0.002, 0.637)  0.720
C (3.591, 4.615, 0.754)  -0.001
S (2.244, 4.098, 1.835)  0.008
C (1.593, 2.726, 0.993)  0.017
S (0.109, 2.112, 1.652)  0.025
N (2.189, 2.224, -0.040)  0.005
N (1.401, 1.222, -0.597)  -0.016
C (1.570, 1.082, -1.856)  0.044
C (0.554, 0.279, -2.517)  0.007
C (0.560, -0.034, -3.868)  0.012
C (-0.554, -0.674, -4.390)  0.000
C (-1.623, -0.946, -3.553)  0.009
C (-1.540, -0.614, -2.208)  0.006
N (-0.464, -0.030, -1.691)  0.011
H (4.509, 4.082, 0.986)  0.000
H (3.324, 4.444, -0.285)  0.000
H (3.730, 5.681, 0.928)  0.000
H (2.326, 1.648, -2.382)  -0.004
H (1.408, 0.230, -4.486)  0.001
H (-0.595, -0.934, -5.440)  0.000
H (-2.527, -1.406, -3.927)  0.000
H (-2.359, -0.806, -1.523)  0.004
N (-4.437, -3.391, 0.106)  0.000
C (-3.465, -4.308, -0.069)  0.001
O (-3.632, -5.513, -0.007)  0.000
C (-2.097, -3.749, -0.359)  -0.009
C (-1.248, -4.425, -1.222)  0.009
C (0.010, -3.903, -1.471)  -0.007
C (0.372, -2.721, -0.857)  0.011
N (-0.436, -2.064, -0.016)  0.042
C (-1.642, -2.587, 0.241)  0.005
H (-5.366, -3.738, 0.268)  0.000
H (-4.294, -2.402, -0.063)  0.001
H (-1.579, -5.351, -1.673)  0.000
H (0.710, -4.398, -2.130)  0.000
H (1.336, -2.260, -1.028)  0.011
H (-2.261, -2.050, 0.942)  0.004
Cl (-0.587, -0.005, 4.066)  0.000
C (-0.887, -0.730, 2.451)  0.011
H (-1.952, -0.565, 2.337)  0.007
H (-0.726, -1.802, 2.598)  0.004
C (5.486, -2.146, 1.059)  -0.003
Si (3.863, -1.820, 0.148)  0.006
C (4.348, -0.641, -1.246)  0.004
C (3.494, -3.465, -0.740)  0.000
Si (2.133, -1.021, 1.640)  0.005
Si (1.800, -3.056, 2.879)  0.006
C (3.356, -4.130, 3.017)  -0.001
C (1.260, -2.823, 4.681)  0.001
C (0.557, -4.299, 2.173)  0.003
Si (3.505, 0.276, 3.152)  0.010
C (2.627, 1.465, 4.325)  0.005
C (4.462, -0.902, 4.274)  0.000
C (4.812, 1.290, 2.225)  0.004
H (6.181, -2.544, 0.313)  0.000
H (5.399, -2.888, 1.855)  0.000
H (5.932, -1.248, 1.480)  0.000
H (5.289, -0.982, -1.686)  0.000
H (4.482, 0.383, -0.892)  -0.001
H (3.607, -0.644, -2.044)  -0.003
H (4.456, -3.938, -0.951)  0.000
H (2.999, -3.320, -1.707)  0.000
H (2.897, -4.172, -0.158)  0.000
H (4.158, -3.633, 3.563)  0.000
H (3.753, -4.486, 2.064)  0.000
H (3.063, -5.008, 3.599)  0.000
H (0.802, -1.858, 4.895)  0.000
H (2.121, -2.942, 5.342)  0.000
H (0.540, -3.601, 4.947)  0.000
H (0.737, -4.535, 1.123)  -0.001
H (-0.479, -3.971, 2.284)  0.000
H (0.655, -5.232, 2.733)  0.001
H (2.499, 0.987, 5.300)  -0.001
H (1.653, 1.801, 3.993)  -0.002
H (3.269, 2.339, 4.455)  0.001
H (3.781, -1.460, 4.919)  -0.001
H (5.118, -0.312, 4.921)  0.000
H (5.083, -1.609, 3.729)  -0.001
H (4.387, 1.783, 1.354)  -0.001
H (5.653, 0.689, 1.879)  0.000
H (5.212, 2.059, 2.892)  0.000
O (-3.969, -0.655, -0.185)  0.011
C (-3.318, 0.192, 0.435)  0.007
O (-2.089, 0.468, 0.203)  0.010
C (-3.966, 0.949, 1.573)  -0.003
C (-4.974, 0.337, 2.310)  0.000
C (-5.533, 0.983, 3.400)  0.000
C (-5.076, 2.254, 3.701)  0.000
C (-4.085, 2.895, 2.980)  0.001
C (-3.518, 2.222, 1.912)  0.005
N (-5.676, 2.961, 4.856)  0.000
O (-6.469, 2.346, 5.543)  0.000
O (-5.338, 4.114, 5.047)  0.000
H (-5.318, -0.649, 2.024)  0.000
H (-6.303, 0.529, 4.004)  0.000
H (-3.767, 3.886, 3.264)  0.000
H (-2.717, 2.673, 1.342)  -0.004


No. 2
Computed, not measured: a structure of composition CH5O2Sr in a non-equilibrium geometry, with wB97M-V/def2-TZVPD.

Its expectation value of S² is 0.750. The value obtained for the LUMO energy (alpha / beta) is 0.24 / 0.17 eV. For the frontier orbital gap (alpha / beta), the calculation gives 5.15 / 9.44 eV. As for the HOMO energy (alpha / beta): -4.91 / -9.27 eV. Its multiplicity is 2. The net charge is 0.

Each line ends with the Mulliken spin population.
Geometry (Å):
O (-0.315, 2.248, 0.043)  -0.058
Sr (-0.175, 4.219, 0.899)  1.049
H (0.207, 1.451, -0.197)  0.008
C (-0.310, -1.442, -0.098)  0.000
H (-0.451, -1.311, 0.986)  0.001
H (-1.206, -1.202, -0.682)  0.000
H (-0.102, -2.509, -0.273)  0.000
O (0.783, -0.638, -0.599)  0.000
H (1.571, -0.816, -0.079)  0.000


No. 3
Computed, not measured: a structure of composition C18H32LuNO3P2 in a non-equilibrium geometry, with wB97M-V/def2-TZVPD.

The value obtained for the LUMO energy (alpha / beta) is 0.13 / 0.39 eV. For the frontier orbital gap (alpha / beta), the calculation gives 4.01 / 4.28 eV. As for the HOMO energy (alpha / beta): -3.88 / -3.89 eV. Its multiplicity is 1. The net charge is 0.

Each line ends with the Löwdin charge.
Geometry (Å):
C (-1.032, 3.010, -2.643)  -0.075
C (-1.057, 2.017, -1.652)  -0.359
N (0.085, 1.724, -0.956)  -0.110
C (1.250, 2.317, -1.320)  -0.392
C (1.293, 3.305, -2.276)  -0.087
C (0.153, 3.696, -2.965)  -0.123
C (-2.389, 1.420, -1.254)  -0.342
P (-2.444, 0.133, 0.015)  0.732
Lu (0.072, 0.493, 1.029)  1.197
P (2.595, 0.208, 0.005)  0.771
C (2.562, 1.887, -0.718)  -0.313
C (-0.588, -1.939, 1.458)  -0.275
C (-1.210, -1.793, 2.745)  -0.099
C (-1.052, -2.785, 3.750)  -0.080
C (-0.257, -3.908, 3.454)  -0.088
C (0.354, -4.052, 2.193)  -0.085
C (0.187, -3.074, 1.227)  -0.102
O (-1.860, -1.067, -4.861)  -0.054
O (1.986, -1.362, -3.495)  -0.100
H (-1.982, 3.281, -3.108)  0.102
H (2.268, 3.695, -2.546)  0.105
H (0.164, 4.498, -3.722)  0.091
C (-3.736, 1.076, 0.910)  -0.313
C (-3.420, -1.237, -0.734)  -0.256
H (3.378, 1.938, -1.450)  0.093
H (2.855, 2.572, 0.083)  0.088
H (-2.859, 0.869, -2.044)  0.053
H (-3.230, 2.249, -1.051)  0.130
C (3.747, 0.371, 1.379)  -0.297
C (3.604, -0.717, -1.216)  -0.280
H (-1.827, -0.928, 3.050)  0.098
H (-1.538, -2.686, 4.759)  0.118
H (-0.132, -4.688, 4.211)  0.102
H (0.939, -4.940, 1.970)  0.103
H (0.674, -3.141, 0.268)  0.094
H (1.293, -1.740, -2.925)  0.037
H (1.817, -1.798, -4.372)  0.078
H (-1.644, -1.015, -3.961)  -0.028
H (-2.139, -0.167, -5.147)  0.062
H (-0.734, -1.263, 0.618)  -0.097
H (-4.618, 1.128, 0.230)  0.044
H (-4.000, 0.625, 1.885)  0.034
H (-3.313, 2.090, 1.073)  0.044
H (-4.497, -0.983, -0.739)  0.043
H (-3.080, -1.434, -1.769)  0.035
H (-3.290, -2.170, -0.159)  0.037
H (4.617, -0.279, -1.347)  0.055
H (3.705, -1.776, -0.905)  0.047
H (3.084, -0.717, -2.197)  0.001
H (4.746, 0.638, 1.030)  0.046
H (3.365, 1.134, 2.057)  0.030
H (3.788, -0.577, 1.922)  0.045
C (0.685, 1.188, 4.108)  -0.238
O (0.403, 0.961, 2.804)  -0.533
H (1.058, 0.263, 4.532)  0.074
H (-0.233, 1.478, 4.605)  0.073
H (1.434, 1.971, 4.164)  0.072


No. 4
Computed, not measured: a structure of composition C18H42F2N7O11P2Ti in a non-equilibrium geometry, with wB97M-V/def2-TZVPD.

Its expectation value of S² is 3.751. The value obtained for the LUMO energy (alpha / beta) is 0.00 / -0.15 eV. For the frontier orbital gap (alpha / beta), the calculation gives 6.46 / 7.90 eV. As for the HOMO energy (alpha / beta): -6.46 / -8.05 eV. Its multiplicity is 4. The net charge is 0.

Each line ends with the Mulliken spin population.
Geometry (Å):
Ti (-2.031, 3.862, -0.260)  3.159
N (-0.526, 1.595, 0.770)  0.024
O (-0.486, 2.804, 1.172)  -0.053
O (-1.223, 1.343, -0.254)  0.008
O (0.031, 0.729, 1.423)  0.004
C (2.089, 2.798, 3.495)  -0.001
C (0.882, 3.604, 3.961)  0.001
O (1.077, 4.902, 3.502)  -0.001
C (2.385, 5.036, 3.178)  -0.001
O (2.868, 6.049, 2.807)  0.000
O (3.029, 3.854, 3.272)  0.000
F (0.690, 3.543, 5.321)  0.000
H (1.850, 2.216, 2.606)  0.001
H (2.477, 2.128, 4.259)  0.000
H (-0.007, 3.155, 3.512)  0.003
C (0.795, -1.053, -2.268)  -0.001
C (-0.648, -1.354, -2.512)  0.003
O (-0.831, -2.591, -1.897)  0.000
C (0.368, -3.213, -1.754)  0.000
O (0.524, -4.319, -1.388)  0.000
O (1.355, -2.330, -2.027)  0.000
F (-0.767, -1.468, -3.897)  0.000
H (0.935, -0.399, -1.400)  0.002
H (1.302, -0.521, -3.069)  -0.001
H (-1.350, -0.610, -2.148)  -0.001
O (-3.754, 2.976, -1.379)  -0.105
P (-4.478, 2.318, -2.494)  -0.104
N (-4.007, 0.750, -2.780)  0.013
C (-4.127, -0.194, -1.671)  -0.003
C (-3.995, 0.184, -4.124)  -0.002
N (-4.282, 3.112, -3.946)  0.005
C (-5.222, 3.071, -5.057)  0.001
C (-3.061, 3.887, -4.177)  0.023
N (-6.158, 2.272, -2.262)  0.000
C (-6.804, 3.396, -1.626)  -0.006
C (-7.022, 1.217, -2.742)  0.000
H (-3.568, 0.240, -0.840)  0.005
H (-3.758, -1.178, -1.954)  0.000
H (-5.169, -0.357, -1.365)  0.000
H (-3.242, 0.682, -4.740)  0.000
H (-4.933, 0.282, -4.680)  0.000
H (-3.733, -0.871, -4.125)  0.000
H (-4.715, 2.575, -5.890)  -0.001
H (-6.015, 2.354, -4.843)  0.000
H (-5.677, 4.026, -5.312)  0.000
H (-3.085, 4.761, -3.513)  0.002
H (-2.137, 3.396, -3.861)  0.014
H (-3.012, 4.242, -5.201)  0.002
H (-7.404, 3.930, -2.373)  0.001
H (-7.459, 3.099, -0.800)  0.000
H (-6.105, 4.092, -1.165)  0.008
H (-6.524, 0.273, -2.950)  0.000
H (-7.621, 1.534, -3.600)  0.000
H (-7.731, 0.934, -1.955)  0.000
O (2.996, -4.642, 2.626)  0.000
P (3.980, -3.549, 2.560)  0.000
N (4.724, -3.299, 4.066)  0.000
C (4.338, -4.073, 5.243)  0.000
C (5.732, -2.282, 4.255)  0.000
N (3.324, -2.072, 2.109)  0.000
C (2.486, -1.349, 3.022)  0.000
C (2.961, -1.831, 0.700)  0.000
N (5.307, -3.850, 1.582)  0.000
C (5.903, -5.174, 1.625)  0.000
C (5.825, -2.879, 0.602)  0.000
H (3.301, -3.889, 5.537)  0.000
H (4.867, -3.738, 6.139)  0.000
H (4.577, -5.117, 5.052)  0.000
H (6.750, -2.658, 4.403)  0.000
H (5.412, -1.588, 5.036)  0.000
H (5.839, -1.668, 3.354)  0.000
H (1.504, -1.778, 3.265)  0.000
H (2.917, -1.164, 4.012)  0.000
H (2.304, -0.367, 2.579)  0.000
H (3.077, -2.754, 0.124)  0.000
H (1.972, -1.388, 0.675)  0.000
H (3.769, -1.241, 0.250)  0.000
H (5.152, -5.961, 1.694)  0.000
H (6.625, -5.259, 0.817)  0.000
H (6.500, -5.320, 2.539)  0.000
H (5.803, -1.891, 1.066)  0.000
H (5.195, -2.910, -0.287)  0.000
H (6.872, -3.072, 0.377)  0.000


ΔE to the lowest compared entry with this formula, charge and spin / kJ/mol: 105.4 0.0 191.2 0.0